# C4H9NOS

A molecular structure, C4H9NOS at a distorted geometry (ωB97M-V/def2-TZVPD, the OMol25 dataset).

Structure (XYZ):
```
16
Properties=species:S:1:pos:R:3
C -0.33 -0.17 2.50
N -0.23 -0.82 1.20
C -0.71 -0.07 0.02
C 0.08 0.58 -1.04
S 1.82 0.29 -0.90
C -2.05 -0.25 -0.26
O -2.69 0.34 -1.19
H -1.40 0.00 2.65
H 0.09 -0.76 3.32
H 0.23 0.81 2.42
H 0.81 -1.03 0.93
H 3.92 -0.11 -3.89
H -0.27 0.20 -1.92
H -0.23 1.61 -0.87
H 3.54 0.32 -3.36
H -2.59 -0.96 0.37
```

LUMO level = -3.1 eV
maximum force = 0.12137 Eh/bohr
net charge = 0
relative energy (zero: lowest compared OMol25 entry of this formula, charge and spin) = 588.2 kJ/mol